{"formula": "C2H6SSi", "method": "ωB97M-V with the def2-TZVPD basis set", "gap_ev": 8.525, "max_force_ev_per_a": 3.90, "smiles": "[SiH3]CC=S", "de_lowest_kcal_mol": 53.9, "species": ["H", "H", "H", "C", "H", "H", "Si", "S", "C", "H"], "positions_angstrom": [[0.004440, 0.173473, 1.981845], [0.833201, -1.562226, 0.578705], [-1.007499, 0.583273, -1.394913], [1.235107, 0.196581, -1.659391], [-1.525347, -1.217606, 0.749367], [0.006490, 1.701540, -0.440370], [-0.221710, -0.559077, 0.734837], [1.148260, -0.781488, -2.915093], [-0.162941, 0.671100, -0.723129], [2.150220, 0.629243, -1.285666]], "atomic_forces_ev_per_a": [[-0.008, 0.068, 0.294], [0.157, -0.179, -0.006], [-0.107, -0.044, -0.061], [-3.326, 0.918, 1.640], [-0.263, -0.162, 0.091], [-0.048, 0.185, 0.179], [-0.013, 0.579, -0.501], [0.114, 0.022, 0.014], [3.185, -1.441, -1.729], [0.309, 0.055, 0.080]], "mulliken_charge": [-0.12, -0.11, 0.35, -0.22, -0.12, 0.34, 0.45, -0.20, -0.71, 0.32]}